Formula: C4H8OSSi
Source: OMol25
Level of theory: the ωB97M-V functional and the def2-TZVPD basis

Structure (XYZ):
```
15
C4H8OSSi the ωB97M-V functional and the def2-TZVPD basis
C 0.94642 -0.79323 1.82718
Si 1.25214 0.41890 0.31625
C 1.65271 -0.66630 -1.20450
S 1.18733 2.35930 0.19179
H 0.31670 -1.56103 1.23973
H 1.83796 -1.25037 2.36814
H 0.34548 -0.42117 2.53116
H 1.52514 -0.14717 -2.04104
H 2.57109 -1.06423 -1.13196
H 0.83065 -1.55021 -1.16681
C -2.61401 1.45617 -0.58094
C -2.39618 0.18138 -0.65357
O -2.20653 -0.95117 -0.69279
H -3.54720 1.93479 -0.57887
H -1.70168 2.05436 -0.42373
```

- LUMO energy: -0.001 eV
- HOMO energy: -0.330 Eh
- 2S+1: 1
- Charge: 0
- Orbital gap: 9.0 eV

natural (NBO) atomic charge list, values in e, 4 entries:
1 C -1.097
2 Si 1.401
3 C -1.087
4 S -0.660

=====

Formula: C3H34O14
Source: OMol25
Level of theory: the ωB97M-V functional and the def2-TZVPD basis

Structure (XYZ):
```
51
C3H34O14 the ωB97M-V functional and the def2-TZVPD basis
C 0.10099 1.97820 0.58644
O -0.96722 2.11145 -0.30125
C -0.03080 0.67705 1.46474
C 1.26095 -0.14160 1.43685
H 0.94301 1.98983 -0.08846
H 0.14065 2.86490 1.22212
H -1.79824 1.89331 0.15037
H -0.20070 1.00689 2.47043
H -0.89963 0.08982 1.15103
H 2.01943 0.50547 1.95897
H 1.46824 -1.08457 1.91569
H 1.61944 -0.29337 0.40970
H -1.37609 -3.40441 -2.73631
H -1.41854 -1.84404 -2.65842
O -1.22010 -2.64939 -2.16651
H -3.42239 -1.27243 1.11450
H -2.89011 -1.15832 2.58642
O -3.16338 -0.62856 1.80115
H 4.66523 1.11866 -0.45502
H 3.63187 -0.04538 -0.91251
O 4.04753 0.44239 -0.17135
H -3.58873 2.66309 0.63885
H -3.85461 1.73146 1.89294
O -3.23403 2.32307 1.46146
H -1.05066 2.67880 -2.80553
H 0.50531 2.12510 -2.75256
O -0.35348 2.19783 -3.25708
H -3.83422 -2.89808 0.05029
H -2.84598 -2.17512 -1.04150
O -3.05357 -2.35803 -0.11897
H 1.55620 -2.04904 4.02388
H 1.09510 -3.25707 3.30075
O 0.74738 -2.54174 3.86128
H 3.12496 2.84872 -0.01714
H 3.23294 2.46227 1.42774
O 3.66354 3.01615 0.77065
H -3.06508 0.59994 -3.29505
H -1.72536 0.52281 -3.34310
O -2.42367 -0.13462 -3.19789
H 3.08739 -0.09932 -3.12395
H 1.98172 0.28461 -2.16889
O 2.68633 -0.36172 -2.29041
H 1.70409 2.15374 -4.13193
H 1.99650 3.29914 -3.09177
O 2.12813 2.37079 -3.29584
H -1.82544 -2.65431 3.58834
H -1.77048 -2.42487 2.13150
O -2.30683 -2.89609 2.78191
H 1.15166 -2.55622 0.95544
H 2.18646 -3.74286 0.83906
O 1.57427 -3.28432 1.42892
```

- LUMO energy: -0.098 eV
- HOMO energy: -0.362 Eh
- 2S+1: 1
- Charge: 0
- Orbital gap: 9.8 eV

natural (NBO) atomic charge list, values in e, 4 entries:
1 C -0.041
2 O -0.769
3 C -0.446
4 C -0.625

=====

Formula: C3H11N3
Source: OMol25
Level of theory: the ωB97M-V functional and the def2-TZVPD basis

Structure (XYZ):
```
17
C3H11N3 the ωB97M-V functional and the def2-TZVPD basis
C -1.22677 -1.60940 -0.12417
C 0.01525 0.73191 -1.00937
C -0.25172 1.65310 0.15514
N -0.79192 -1.54450 1.08271
H 0.66822 -1.21790 1.02378
H -1.44916 -1.14940 1.75337
H -2.22475 -1.29507 -0.42560
H -0.58468 -2.05391 -0.87190
H 0.51225 1.22814 -1.83994
H -0.88020 0.29113 -1.44240
H 0.43812 2.49956 0.17520
H -0.11156 1.12949 1.11254
H -1.27273 2.03508 0.13929
N 1.45206 -0.38223 -0.65650
N 1.64862 -0.69526 0.64204
H 1.87168 0.11442 1.23318
H 2.18731 0.26483 -0.94736
```

- LUMO energy: 0.918 eV
- HOMO energy: -0.272 Eh
- 2S+1: 1
- Charge: 0
- Orbital gap: 8.3 eV

natural (NBO) atomic charge list, values in e, 4 entries:
1 C 0.004
2 C -0.306
3 C -0.662
4 N -0.648

=====

Formula: C6H12O
Source: OMol25
Level of theory: the ωB97M-V functional and the def2-TZVPD basis

Structure (XYZ):
```
19
C6H12O the ωB97M-V functional and the def2-TZVPD basis
C 0.53453 -2.04606 -0.19228
C 0.43061 -1.03519 -1.34416
C 0.65599 0.33409 -0.72225
C -0.23679 1.51411 -0.65484
C 0.17970 0.68978 0.64540
C -1.06957 0.18429 1.36007
O -1.64752 1.30941 1.99457
H 0.64170 -1.43484 0.71731
H 1.41369 -2.69106 -0.24299
H -0.36676 -2.65200 -0.06774
H -0.52902 -1.08612 -1.87253
H 1.21005 -1.18563 -2.10116
H 1.68682 0.67288 -0.82225
H 0.12685 2.45423 -1.08301
H -1.30386 1.38533 -0.83831
H 0.93584 0.98980 1.37642
H -1.76721 -0.28496 0.64591
H -0.90533 -0.55064 2.16180
H -1.45198 2.04542 1.39743
```

- LUMO energy: 1.053 eV
- HOMO energy: -0.368 Eh
- 2S+1: 1
- Charge: 0
- Orbital gap: 11.1 eV

natural (NBO) atomic charge list, values in e, 4 entries:
1 C -0.616
2 C -0.416
3 C -0.220
4 C -0.436

=====

Formula: C4H5F2NS
Source: OMol25
Level of theory: the ωB97M-V functional and the def2-TZVPD basis

Structure (XYZ):
```
13
C4H5F2NS the ωB97M-V functional and the def2-TZVPD basis
N -1.78583 -1.50437 -0.07084
C -1.25745 -0.82615 0.96858
S -1.51355 -1.18308 2.51763
C -0.26936 0.21636 0.53386
F -0.16175 1.16226 1.48532
C 0.57023 0.27561 -0.49687
C 1.61490 1.38228 -0.62961
F 1.92357 1.50924 -1.94361
H -1.44466 -1.44773 -1.02720
H -2.09117 -2.45875 0.16876
H 0.62904 -0.53511 -1.19730
H 2.50549 1.08395 -0.12928
H 1.28054 2.32550 -0.17944
```

- LUMO energy: -0.257 eV
- HOMO energy: -0.326 Eh
- 2S+1: 1
- Charge: 0
- Orbital gap: 8.6 eV

natural (NBO) atomic charge list, values in e, 4 entries:
1 N -0.763
2 C 0.008
3 S -0.044
4 C 0.341

=====

Formula: C15H27ClN4O6
Source: OMol25
Level of theory: the ωB97M-V functional and the def2-TZVPD basis

Structure (XYZ):
```
53
C15H27ClN4O6 the ωB97M-V functional and the def2-TZVPD basis
C 1.39056 -0.95426 4.51281
N 0.24620 -1.66880 3.93668
C -0.75819 -0.83437 3.30029
C -2.06754 -0.75646 4.13429
C -1.73150 -0.04217 5.36944
N -1.47262 0.59021 6.29266
C -3.10666 0.09244 3.35727
N -4.19591 0.68267 4.12621
C -2.53816 -2.22439 4.41960
Cl -2.52773 -2.71306 6.14686
C -3.88257 -2.49844 3.91776
N -4.93604 -2.69347 3.50038
H 2.26751 -1.59988 4.46309
H 1.21782 -0.72422 5.56178
H 1.63302 -0.04519 3.95721
H 0.58761 -2.34096 3.26610
H -0.40814 0.19428 3.17441
H -1.00274 -1.20481 2.30147
H -3.51638 -0.49705 2.53801
H -2.55102 0.91181 2.89730
H -3.86025 1.51899 4.58602
H -4.54672 0.05406 4.83818
H -1.83237 -2.90724 3.95313
C 2.78189 -0.45897 -2.11823
C 1.90284 0.48670 -1.33173
O 2.14299 0.38611 0.08426
C 3.21485 1.04088 0.52816
O 3.95920 1.72095 -0.12683
O 3.31170 0.82464 1.84204
C 4.44026 1.44496 2.46588
H 2.66360 -1.48054 -1.75484
H 2.50490 -0.42895 -3.17214
H 3.83228 -0.18463 -2.02652
H 0.85326 0.22794 -1.45545
H 2.03902 1.51917 -1.65020
H 4.47595 2.50657 2.23386
H 5.36190 0.96438 2.14232
H 4.30736 1.30394 3.53456
C -2.76464 1.37739 -5.35461
C -2.42583 0.15289 -6.17631
O -1.33604 0.40452 -7.07876
C -0.12210 0.35402 -6.53735
O 0.13654 0.08535 -5.39176
O 0.76820 0.63659 -7.48750
C 2.12857 0.63279 -7.04710
H -2.96006 2.22972 -6.00593
H -3.65292 1.18868 -4.75196
H -1.94460 1.63865 -4.68696
H -3.25894 -0.12246 -6.81962
H -2.18406 -0.70059 -5.54414
H 2.37383 -0.30527 -6.55430
H 2.30877 1.46517 -6.36865
H 2.73311 0.74971 -7.94118
```

- LUMO energy: 0.406 eV
- HOMO energy: -0.351 Eh
- 2S+1: 1
- Charge: 0
- Orbital gap: 10.0 eV

natural (NBO) atomic charge list, values in e, 4 entries:
1 C -0.415
2 N -0.646
3 C -0.198
4 C -0.203

=====

Formula: C14H20N4O3S2
Source: OMol25
Level of theory: the ωB97M-V functional and the def2-TZVPD basis

Structure (XYZ):
```
43
C14H20N4O3S2 the ωB97M-V functional and the def2-TZVPD basis
C -0.65308 -4.98845 -1.88324
C -0.55698 -4.13358 -0.67593
O -1.43813 -3.28877 -0.50597
O 0.39306 -4.46310 0.22753
C 0.38036 -3.84991 1.52598
C 1.50237 -2.84697 1.71334
C 1.40499 -1.60001 0.80213
S 2.31786 -0.20098 1.55022
C 0.95649 0.66650 2.32715
S -0.08514 -0.23337 3.30778
N 0.86388 2.06859 2.26738
C -0.41534 2.78596 2.29613
C -0.82553 2.96156 0.90948
C -1.57795 2.01268 0.18396
N -1.87114 2.15518 -1.08722
C -1.46861 3.26475 -1.69297
C -1.69847 3.46450 -3.15323
N -0.76586 4.20581 -1.11419
C -0.45094 4.02436 0.14161
N 0.17007 5.12960 0.61980
C 1.87478 -1.80437 -0.64901
C 1.13933 -0.99802 -1.70156
O 2.79701 -2.53544 -0.94666
H 0.27277 -4.85583 -2.47679
H -1.54433 -4.66402 -2.45793
H -0.72982 -6.05346 -1.63270
H 0.58804 -4.60507 2.27019
H -0.58646 -3.40986 1.82116
H 2.46949 -3.32926 1.57872
H 1.49979 -2.58525 2.77831
H 0.32739 -1.27478 0.77196
H 1.58809 2.50399 1.71209
H -0.31216 3.78929 2.82190
H -1.15714 2.20659 2.82401
H -1.88377 1.09964 0.67951
H -2.19832 4.41418 -3.38316
H -2.41400 2.71745 -3.49288
H -0.79692 3.34352 -3.71394
H -0.18127 5.43610 1.52525
H 0.20536 5.87103 -0.08530
H 1.14133 -1.52853 -2.66926
H 1.62288 -0.03431 -1.87904
H 0.09600 -0.83790 -1.45457
```

- LUMO energy: -0.295 eV
- HOMO energy: -0.314 Eh
- 2S+1: 1
- Charge: 0
- Orbital gap: 8.3 eV

natural (NBO) atomic charge list, values in e, 4 entries:
1 C -0.718
2 C 0.792
3 O -0.617
4 O -0.507

=====

Per-record energy relative to the best compared isomer or geometry (same formula, charge and spin), kJ/mol: 172.6; 246.5; 418.3; 196.2; 31.6; 7.9; 143.9
Per-record calculated total energy, Ha: -920.08449; -1187.98812; -285.01850; -310.98456; -808.05878; -1718.39881; -1786.60122